(1)
# C33H27F5N7RbS3

A structure of composition C33H27F5N7RbS3 in a non-equilibrium geometry (wB97M-V/def2-TZVPD, OMol25).

As for the total charge: -2. The energy is -3375.018465 hartree. Its HOMO energy is -1.6248 eV. For the LUMO energy, the calculation gives 3.8 eV.

Element x y z (Å)
Rb  -0.08421  -1.44901  0.30083
C  -1.24481  5.70998  -1.41348
C  -1.98651  4.37523  -1.30830
N  -1.35847  3.31805  -2.07286
C  -0.27306  2.59876  -1.56665
S  0.70391  1.81110  -2.73665
N  -0.12427  2.66314  -0.28030
N  0.52149  1.76672  0.46031
C  1.07210  2.17969  1.55173
C  1.11236  3.63950  1.93721
C  1.63017  1.19783  2.49123
C  1.93421  1.56551  3.81152
C  2.45064  0.62887  4.68470
C  2.66971  -0.66447  4.23523
C  2.34269  -0.94684  2.91942
N  1.84112  -0.05804  2.07116
H  -1.68020  6.44683  -0.73384
H  -1.29318  6.10096  -2.43340
H  -0.19393  5.56745  -1.15647
H  -3.01930  4.49582  -1.65037
H  -2.00716  4.04831  -0.27101
H  -1.24213  3.49862  -3.05601
H  0.68075  4.22784  1.13187
H  2.14030  3.96826  2.10920
H  0.53023  3.81301  2.84563
H  1.73547  2.56647  4.16438
H  2.65808  0.89859  5.71326
H  3.06926  -1.42874  4.88872
H  2.48688  -1.94748  2.52002
C  -0.79799  -4.51438  0.26835
C  0.10171  -4.29305  1.32546
C  1.39600  -4.18229  0.77338
C  1.29211  -4.33591  -0.61748
C  -0.06596  -4.54378  -0.93140
H  -1.86112  -4.70060  0.36497
H  -0.14530  -4.25663  2.37927
H  2.31476  -4.06688  1.33760
H  2.11227  -4.33136  -1.32600
H  -0.46323  -4.73931  -1.92005
N  -1.08339  -0.81534  -4.81382
C  -2.46214  -0.74585  -5.01826
C  -2.95862  -0.14132  -6.16496
C  -4.32524  -0.10062  -6.41893
C  -5.21088  -0.64908  -5.51153
C  -4.72583  -1.22956  -4.34290
C  -3.36675  -1.29272  -4.10049
S  -2.75235  -2.03400  -2.60991
N  -1.12317  -1.74625  -2.64593
C  -0.49703  -1.23708  -3.62430
C  0.97654  -1.13171  -3.54581
C  1.77028  -0.95389  -4.67880
C  3.14085  -0.84735  -4.52166
C  3.68203  -0.93750  -3.25138
C  2.81076  -1.15304  -2.19075
N  1.50299  -1.25045  -2.33143
H  -0.54271  -0.15022  -5.33961
H  -2.26027  0.30798  -6.86319
H  -4.68522  0.36094  -7.32960
H  -6.27740  -0.62034  -5.69710
H  -5.40774  -1.63060  -3.60228
H  1.33794  -0.91506  -5.66960
H  3.77712  -0.69435  -5.38476
H  4.74711  -0.84649  -3.08855
H  3.18523  -1.24552  -1.17589
F  1.82160  -0.79616  8.77785
C  1.00963  -0.60993  7.71484
C  0.66250  -1.66623  6.88930
F  1.15385  -2.88954  7.16707
C  -0.16761  -1.47061  5.80835
F  -0.43802  -2.53212  5.04419
C  -0.73138  -0.21721  5.47547
S  -1.76344  0.02454  4.14958
C  -0.33385  0.82500  6.34187
F  -0.76094  2.07631  6.11148
C  0.49943  0.64155  7.42310
F  0.84072  1.68602  8.20717

Forces on the atoms, in the same order (eV/Å):
Rb -0.1 0.3 -0.2
C 0.0 -0.1 0.0
C 0.1 0.0 0.0
N 0.0 0.1 0.0
C 0.1 -0.2 -0.1
S 0.1 0.0 -0.1
N -0.9 1.0 0.3
N 0.8 -0.8 0.1
C -0.4 0.5 -0.5
C -0.1 -0.2 0.0
C 0.2 -0.4 0.4
C 0.0 0.1 -0.2
C 0.1 -0.1 -0.1
C 0.1 0.1 0.1
C 0.0 -0.1 0.0
N 0.1 0.1 -0.1
H 0.0 0.1 0.0
H 0.0 0.0 0.0
H 0.0 0.0 0.1
H 0.0 0.0 0.0
H -0.1 0.0 0.0
H 0.0 0.0 -0.1
H 0.0 0.0 0.0
H 0.0 0.0 0.1
H 0.0 0.1 0.0
H 0.0 0.0 0.0
H 0.0 0.0 0.0
H 0.0 0.0 0.0
H -0.1 0.0 0.0
C -0.2 -0.2 0.0
C 0.2 -0.2 0.2
C 0.0 -0.1 0.3
C -0.1 -0.1 -0.3
C 0.2 -0.1 -0.1
H 0.0 0.1 0.0
H 0.0 0.1 0.0
H 0.0 0.1 0.0
H 0.0 0.1 0.0
H 0.0 0.1 0.0
N 0.2 -0.2 -0.1
C -0.3 0.0 0.0
C 0.1 0.0 0.0
C 0.0 0.0 0.0
C -0.1 0.0 0.0
C 0.1 0.0 0.0
C 0.3 0.1 0.2
S -0.5 -0.1 -0.1
N 0.5 0.0 0.0
C -0.7 0.0 0.1
C 0.6 -0.1 0.0
C -0.2 -0.1 0.0
C 0.1 0.0 0.1
C -0.1 0.0 -0.2
C 0.1 0.0 0.1
N -0.1 -0.1 0.0
H 0.0 0.1 0.1
H 0.0 0.0 0.0
H 0.0 0.0 0.0
H 0.0 0.0 0.0
H 0.0 0.0 0.0
H 0.0 0.0 0.0
H 0.0 0.0 0.0
H 0.0 0.0 0.1
H 0.0 0.0 0.0
F 0.1 0.0 0.1
C -0.1 0.0 -0.1
C 0.1 0.1 0.1
F 0.0 -0.1 0.0
C -0.2 0.4 0.0
F 0.0 -0.2 0.0
C 0.4 -0.1 0.5
S -0.3 0.1 -0.5
C -0.1 -0.3 -0.2
F 0.0 0.1 0.0
C 0.0 -0.1 0.1
F 0.0 0.1 0.1

Atomic partial charges in e from the Mulliken method, atoms 1 to 6: atom 1 (Rb): 0.6180, atom 2 (C): -1.1089, atom 3 (C): -0.4675, atom 4 (N): -0.1987, atom 5 (C): 0.0455, atom 6 (S): -0.4531

(2)
# C33H28BrCsN7O2S

A structure of composition C33H28BrCsN7O2S (wB97M-V/def2-TZVPD, OMol25).

As for the total charge: -1. The energy is -4800.400235 hartree. Its HOMO energy is -5.1659 eV. For the LUMO energy, the calculation gives 1.7 eV.

Element x y z (Å)
Cs  -0.48736  0.35700  0.13443
O  -1.98222  -3.62408  2.69254
C  -1.21350  -3.90112  3.74647
C  -1.44955  -5.05637  4.50245
C  -0.67419  -5.34372  5.61126
C  0.35961  -4.49410  5.99168
C  0.60096  -3.35594  5.23549
C  -0.16293  -3.04272  4.11969
C  0.15129  -1.80746  3.27653
O  -0.53763  -1.75901  2.10477
N  -0.12109  -0.63543  4.15528
N  0.19662  0.54744  3.61135
C  -0.39473  1.59641  4.02928
C  -0.06404  2.93562  3.55288
Br  1.26391  3.02797  2.20667
C  -0.65333  4.02066  4.06288
C  -0.47523  5.44551  3.74213
C  -0.47007  6.36446  4.79365
C  -0.31991  7.72091  4.55668
C  -0.18982  8.18716  3.25593
C  -0.21962  7.28662  2.20076
C  -0.36259  5.92819  2.43829
H  -1.56818  -2.70172  2.35156
H  -2.25971  -5.70806  4.19903
H  -0.87822  -6.23994  6.18621
H  0.96975  -4.71960  6.85716
H  1.40876  -2.68431  5.50868
H  1.24309  -1.75817  3.11728
H  -1.05099  -0.67725  4.57080
H  -1.18054  1.54996  4.78935
H  -1.34783  3.81707  4.87445
H  -0.57614  6.00163  5.80952
H  -0.30788  8.41460  5.38801
H  -0.07635  9.24674  3.06515
H  -0.13742  7.64241  1.18167
H  -0.40202  5.23928  1.60695
C  2.42491  -1.55406  -4.29961
C  1.69746  -1.19079  -3.03345
N  1.79507  -0.06332  -2.44443
N  2.63671  0.84444  -3.01917
C  2.72631  2.13068  -2.59095
N  3.68409  2.83330  -3.28075
S  1.79589  2.84730  -1.43276
C  0.82102  -2.21197  -2.39489
C  -0.06565  -2.94279  -3.17501
C  -0.90367  -3.84878  -2.54531
C  -0.79694  -4.01482  -1.17581
C  0.13827  -3.25573  -0.48430
N  0.92810  -2.35863  -1.07319
H  2.24900  -0.82634  -5.09476
H  2.10537  -2.52513  -4.66631
H  3.50179  -1.61199  -4.10962
H  3.14074  0.58873  -3.85678
H  4.49962  2.33663  -3.60525
H  3.85940  3.74875  -2.90173
H  -0.13388  -2.76822  -4.24118
H  -1.63605  -4.40356  -3.11799
H  -1.43197  -4.70088  -0.63216
H  0.22610  -3.32786  0.59209
N  0.05616  -2.37919  -8.86169
C  -0.38643  -1.93164  -7.89702
C  -0.91980  -1.36938  -6.69241
C  -2.06130  -1.91171  -6.09298
C  -2.55352  -1.37243  -4.92402
C  -1.92646  -0.27668  -4.29498
C  -0.78980  0.26729  -4.92713
C  -0.30121  -0.26342  -6.10212
C  -2.41219  0.24559  -3.07411
C  -2.87052  0.70299  -2.01862
H  -2.55150  -2.76037  -6.55352
H  -3.43278  -1.79324  -4.45504
H  -0.30768  1.12045  -4.46635
H  0.56440  0.17614  -6.58359

Forces on the atoms, in the same order (eV/Å):
Cs 0.0 0.0 -0.1
O -0.1 0.3 0.1
C 0.0 0.0 0.1
C 0.0 0.0 0.0
C 0.0 0.0 0.0
C 0.0 0.0 0.0
C 0.0 0.0 0.0
C 0.1 0.0 0.0
C 0.0 0.1 0.0
O -0.2 0.1 0.3
N 0.0 0.0 0.0
N 0.0 0.0 0.1
C 0.0 0.0 0.0
C 0.0 0.0 0.0
Br 0.0 0.0 0.0
C 0.0 0.0 0.0
C 0.0 0.0 0.0
C 0.0 0.0 0.0
C 0.0 0.0 0.0
C 0.0 0.0 0.0
C 0.0 0.0 0.0
C 0.0 0.0 0.0
H 0.2 -0.4 -0.4
H 0.0 0.0 0.0
H 0.0 0.0 0.0
H 0.0 0.0 0.0
H 0.0 0.0 0.0
H 0.0 0.0 0.0
H 0.0 0.0 0.0
H 0.0 0.0 0.0
H 0.0 0.0 0.0
H 0.0 0.0 0.0
H 0.0 0.0 0.0
H 0.0 0.0 0.0
H 0.0 0.0 0.0
H 0.0 0.0 0.0
C 0.0 0.0 0.0
C 0.0 0.0 0.0
N 0.0 0.0 0.0
N 0.0 0.0 0.0
C 0.0 0.0 0.0
N 0.0 0.0 0.0
S 0.0 0.0 0.0
C 0.0 0.0 0.0
C 0.0 0.0 0.0
C 0.0 0.0 0.0
C 0.0 0.0 0.0
C 0.0 0.0 0.0
N 0.0 0.0 -0.1
H 0.0 0.0 0.0
H 0.0 0.0 0.0
H 0.0 0.0 0.0
H 0.0 0.0 0.0
H 0.0 0.0 0.0
H 0.0 0.0 0.0
H 0.0 0.0 0.0
H 0.0 0.0 0.0
H 0.0 0.0 0.0
H 0.0 0.0 0.0
N 0.0 0.0 0.0
C 0.0 0.0 0.0
C 0.0 0.0 0.0
C 0.0 0.0 0.0
C 0.0 0.0 0.0
C 0.0 0.0 0.0
C 0.0 0.0 0.0
C 0.0 0.0 0.0
C 0.0 0.0 0.0
C 0.1 0.0 0.1
H 0.0 0.0 0.0
H 0.0 0.0 0.0
H 0.0 0.0 0.0
H 0.0 0.0 0.0

Atomic partial charges in e from the Mulliken method, atoms 1 to 6: atom 1 (Cs): 1.0367, atom 2 (O): -0.8117, atom 3 (C): 0.5045, atom 4 (C): -0.6877, atom 5 (C): -0.2742, atom 6 (C): -0.7785